# 1
Below is a cluster of 9 separate species, C40H43Br2N7O13 in total at a distorted geometry, with properties calculated with ωB97M-V/def2-TZVPD.

Each line ends with the Löwdin spin population.
Element x y z (Å)
1 N -0.8876 -0.3447 0.3970  0.000
2 H -1.5726 0.3704 0.5957  0.000
3 H -0.5711 -0.0873 -0.5270  0.000
4 H -1.2814 -1.2657 0.2674  0.000
5 H -0.0219 -0.4164 0.9123  0.000
6 C 0.4947 0.9823 -4.4666  0.000
7 C -0.5829 0.3647 -3.5843  0.000
8 O -0.2300 0.3146 -2.2706  0.001
9 H 0.1152 0.8174 -5.4750  0.000
10 H 1.4551 0.4730 -4.3873  0.000
11 H 0.5378 2.0652 -4.3504  0.000
12 H -0.8558 -0.6161 -3.9737  0.000
13 H -1.4653 1.0011 -3.6508  0.000
14 Br -4.8551 1.2019 0.2114  0.003
15 C -4.1532 0.4593 -1.4192  0.001
16 C -4.6893 -1.0384 -1.5475  0.000
17 Br -6.6265 -0.9050 -1.8431  0.000
18 H -3.0678 0.4194 -1.3278  0.000
19 H -4.4354 1.1394 -2.2228  0.001
20 H -4.4663 -1.6765 -0.6923  0.000
21 H -4.2480 -1.5092 -2.4259  0.000
22 C -1.2955 5.8390 -3.4768  0.156
23 C -1.4567 4.3932 -3.4880  0.005
24 C -1.7408 3.7688 -2.2916  0.081
25 C -1.7368 4.4897 -1.0370  0.065
26 C -1.7178 5.9338 -1.1401  0.095
27 C -1.5450 6.6062 -2.3181  0.011
28 N -1.7408 3.7663 0.2077  0.196
29 O -1.7599 2.5431 0.1985  0.145
30 O -1.6361 4.3641 1.2379  0.186
31 H -1.1327 6.4251 -4.3692  0.013
32 H -1.3803 3.7459 -4.3492  -0.003
33 H -1.6495 2.6927 -2.3069  0.007
34 H -1.7107 6.5974 -0.2881  0.010
35 H -1.4264 7.6791 -2.2842  -0.003
36 C 5.3234 3.2831 3.3198  0.002
37 C 4.2488 3.5232 4.2003  0.000
38 C 2.9764 3.2293 3.7733  0.001
39 C 2.7500 2.8127 2.4212  0.001
40 C 3.8703 2.5445 1.5956  0.002
41 C 5.1601 2.7862 2.0846  0.000
42 N 1.3591 2.5533 1.9233  0.011
43 O 0.4689 2.5434 2.7501  0.003
44 O 1.2014 2.0764 0.8243  0.007
45 H 6.3102 3.5320 3.6811  0.000
46 H 4.4666 3.9803 5.1542  0.000
47 H 2.1373 3.5898 4.3497  0.000
48 H 3.7051 2.1557 0.6017  0.000
49 H 6.0815 2.5752 1.5623  0.000
50 C 3.6788 2.5083 -3.1068  0.000
51 C 4.9033 1.8314 -3.2913  0.000
52 C 5.1012 0.6160 -2.6925  0.000
53 C 4.0946 0.0351 -1.9446  0.000
54 C 2.9064 0.7525 -1.7506  0.000
55 C 2.7095 1.9676 -2.3296  0.000
56 N 4.2425 -1.3622 -1.3730  0.000
57 O 5.1569 -2.0868 -1.7526  0.000
58 O 3.5482 -1.6838 -0.4578  0.000
59 H 3.4014 3.4344 -3.5884  0.000
60 H 5.6729 2.2612 -3.9154  0.000
61 H 6.0645 0.2037 -2.9542  0.000
62 H 2.1204 0.3174 -1.1512  0.000
63 H 1.7313 2.4220 -2.2747  0.000
64 C 1.8095 -4.8240 -4.0801  0.000
65 C 1.8685 -3.5307 -3.5664  0.000
66 C 0.9455 -3.2345 -2.5654  0.000
67 C 0.0201 -4.2399 -2.1717  0.000
68 C 0.0428 -5.5008 -2.7563  0.000
69 C 0.9537 -5.8149 -3.6956  0.000
70 N -0.9413 -3.9323 -1.1482  0.000
71 O -1.2050 -4.8388 -0.3633  0.000
72 O -1.4210 -2.8041 -0.9610  0.000
73 H 2.5338 -5.0988 -4.8325  0.000
74 H 2.5901 -2.7621 -3.8008  0.000
75 H 0.9120 -2.2837 -2.0543  0.000
76 H -0.6651 -6.1924 -2.3240  0.000
77 H 0.9043 -6.7353 -4.2586  0.000
78 C 0.5263 -0.0450 7.7012  0.000
79 C -0.3508 -0.6749 6.8958  0.000
80 C -0.0555 -0.9423 5.5331  0.000
81 C 1.1250 -0.4522 5.0044  0.000
82 C 1.9755 0.2297 5.8686  0.000
83 C 1.6760 0.5026 7.2155  0.000
84 N 1.4511 -0.6492 3.5947  0.000
85 O 2.6803 -0.7456 3.3493  0.000
86 O 0.5236 -0.7985 2.8026  0.000
87 H 0.2602 0.0945 8.7386  0.000
88 H -1.2464 -1.1429 7.2770  0.000
89 H -0.8106 -1.4614 4.9615  0.000
90 H 2.8615 0.5495 5.3403  0.000
91 H 2.3717 1.1329 7.7496  0.000
92 C -6.0579 -4.7866 0.3650  0.000
93 C -5.0236 -5.5790 0.7123  0.000
94 C -3.8584 -5.0664 1.3337  0.000
95 C -3.7608 -3.7364 1.7147  0.000
96 C -4.9050 -2.9519 1.4586  0.000
97 C -6.0336 -3.4843 0.8455  0.000
98 N -2.6239 -3.2088 2.4429  0.000
99 O -2.0034 -3.8588 3.2739  0.000
100 O -2.3616 -2.0111 2.2503  0.000
101 H -6.9391 -5.1093 -0.1696  0.000
102 H -5.0384 -6.5842 0.3176  0.000
103 H -2.9622 -5.6567 1.4551  0.000
104 H -4.9006 -1.8866 1.6363  0.000
105 H -6.9228 -2.8811 0.7362  0.000

Computed properties:
* DFT total energy: -219291.674 eV
* net charge: -1
* expectation value of S²: 0.77
* 2S+1: 2


# 2
Below is a structure of composition C40H43ClFN6SV, with properties calculated with ωB97M-V/def2-TZVPD.

Each line ends with the Löwdin spin population.
Element x y z (Å)
1 V -0.0072 0.2858 0.0054  1.194
2 N -2.7956 2.8673 -3.1358  0.003
3 C -2.7437 2.0571 -1.9936  0.012
4 S -3.9201 0.8047 -1.8754  0.001
5 N -1.7774 2.3796 -1.1847  0.051
6 N -1.5839 1.5778 -0.0737  0.219
7 C -2.4411 1.6572 0.9418  0.108
8 C -3.5526 2.6358 0.9876  0.009
9 C -4.8428 2.2400 1.3359  0.009
10 C -5.8719 3.1652 1.4304  0.000
11 C -5.6347 4.5044 1.1543  0.008
12 C -4.3592 4.9062 0.7777  0.000
13 C -3.3292 3.9818 0.6928  0.009
14 C -2.1708 0.7704 2.0130  0.127
15 C -2.8492 0.7250 3.2562  0.026
16 C -2.5033 -0.2096 4.1902  0.070
17 C -1.4688 -1.1316 3.9026  0.089
18 C -0.8093 -0.9960 2.7089  0.024
19 N -1.1028 -0.0696 1.7891  0.133
20 H -3.7302 2.9638 -3.4956  0.000
21 H -2.2815 3.7297 -3.0213  0.001
22 H -5.0382 1.1876 1.4942  0.001
23 H -6.8697 2.8329 1.6929  0.000
24 H -6.4408 5.2268 1.2141  0.001
25 H -4.1658 5.9466 0.5423  0.000
26 H -2.3432 4.2858 0.3692  0.001
27 H -3.6296 1.4462 3.4547  0.000
28 H -3.0103 -0.2370 5.1477  0.004
29 H -1.1656 -1.8881 4.6127  0.006
30 H 0.0226 -1.6384 2.4466  0.001
31 C 4.2315 -1.8930 3.7225  0.000
32 C 2.7416 -1.7975 3.3755  0.000
33 C 2.0237 -3.0330 3.9331  0.000
34 C 2.1320 -0.4921 3.8744  0.001
35 C 2.0201 -0.3207 5.2487  0.001
36 C 1.3927 0.7869 5.7894  0.001
37 C 0.8801 1.7477 4.9331  0.000
38 C 1.0141 1.6444 3.5522  0.000
39 C 0.5221 2.7687 2.6593  0.002
40 C -0.5272 3.6592 3.3155  0.002
41 C 1.6946 3.6308 2.1815  0.000
42 C 1.6525 0.5138 2.9955  0.001
43 N 1.7613 0.3396 1.5972  0.006
44 C 3.0600 0.3004 1.1573  0.002
45 C 4.1398 1.0013 1.7366  0.001
46 C 5.4228 0.9646 1.2066  0.000
47 C 5.7148 0.2112 0.0814  0.000
48 C 4.6868 -0.5308 -0.5009  0.000
49 C 3.4270 -0.4790 0.0380  0.001
50 F 2.4752 -1.2748 -0.5041  0.004
51 H 4.6688 -2.7933 3.2813  0.000
52 H 4.3701 -1.9481 4.8073  0.000
53 H 4.7812 -1.0310 3.3490  0.000
54 H 2.6416 -1.8215 2.2911  0.000
55 H 2.0143 -3.0279 5.0259  0.000
56 H 2.5412 -3.9403 3.6094  0.000
57 H 0.9910 -3.0983 3.5936  0.000
58 H 2.4027 -1.0911 5.9111  0.000
59 H 1.2834 0.8921 6.8628  0.000
60 H 0.3668 2.6024 5.3538  0.000
61 H 0.0618 2.3232 1.7761  0.003
62 H -0.1017 4.2412 4.1391  0.000
63 H -1.3711 3.0806 3.6974  0.001
64 H -0.9129 4.3682 2.5822  0.000
65 H 2.2014 4.0810 3.0423  0.000
66 H 1.3376 4.4350 1.5325  0.000
67 H 2.4175 3.0451 1.6178  0.000
68 H 3.9488 1.5914 2.6243  0.000
69 H 6.2059 1.5405 1.6882  0.000
70 H 6.7135 0.1884 -0.3357  0.000
71 H 4.8556 -1.1618 -1.3648  0.000
72 C 1.1588 -1.3089 -3.4186  -0.001
73 C 0.0326 -2.2229 -3.0420  -0.010
74 C -0.2992 -3.3168 -3.8325  0.001
75 C -1.3593 -4.1517 -3.5093  -0.010
76 C -2.1104 -3.8834 -2.3730  0.001
77 C -1.8126 -2.8030 -1.5543  -0.009
78 C -2.6288 -2.4876 -0.3369  -0.002
79 C -0.7245 -1.9668 -1.8829  -0.007
80 N -0.4211 -0.9226 -1.0466  -0.095
81 H 1.6597 -1.6675 -4.3209  0.000
82 H 1.8888 -1.2298 -2.6123  0.000
83 H 0.7946 -0.2961 -3.5915  0.000
84 H 0.2873 -3.5090 -4.7261  0.000
85 H -1.6046 -4.9968 -4.1431  -0.001
86 H -2.9535 -4.5174 -2.1165  0.000
87 H -3.4580 -3.1915 -0.2344  0.000
88 H -3.0286 -1.4715 -0.4053  0.000
89 H -2.0157 -2.5274 0.5672  0.000
90 Cl 1.0874 2.1806 -2.7075  0.003
91 C 1.2593 1.7363 -0.9440  -0.009
92 H 1.0675 2.6779 -0.4255  0.001
93 H 2.3238 1.5227 -0.8443  0.003

Computed properties:
* DFT total energy: -102883.805 eV
* net charge: -2
* expectation value of S²: 2.04
* 2S+1: 3